This record from the OMol25 dataset describes one molecule with the formula C4H7NO2 in a non-equilibrium geometry. The level of theory is wB97M-V/def2-TZVPD.

```
14
Properties=species:S:1:pos:R:3:forces:R:3:lowdin_charge:R:1
C 0.574868 1.658058 0.186752 -5.272 0.475 0.251 -0.09
C 0.992987 0.319044 -0.373728 3.360 2.019 1.379 -0.18
C 0.163141 -0.651257 -1.020843 -1.600 -0.382 0.391 -0.55
O 0.322820 -0.802570 -2.173282 0.072 -1.044 -4.027 0.13
N -0.748496 -1.417716 -0.347569 -1.167 -0.478 3.400 0.15
C -1.209387 -1.260490 0.990816 0.889 1.216 -2.258 -0.30
O -2.277001 -1.693697 1.240475 -1.945 -1.354 1.097 0.08
H -0.263250 2.217875 -0.358176 1.049 -1.128 -0.261 0.11
H 0.011096 1.637020 1.154654 0.727 -0.710 -0.306 0.07
H 1.211068 2.456777 0.331903 2.459 0.938 0.021 0.04
H 1.868528 0.433240 -1.046906 -0.888 0.314 -0.091 0.14
H 1.508170 -0.182170 0.404685 0.371 -0.731 1.407 0.11
H -1.458283 -2.077154 -0.678551 0.830 0.445 -1.422 0.16
H -0.696261 -0.636961 1.689768 1.115 0.421 0.418 0.12
```
Forces are in eV/Å.

Values from the calculation:
Energy relative to the best compared isomer or geometry (same formula, charge and spin) = 1.570 eV
SMILES = CCC(=O)NC=O
Gap between HOMO and LUMO = 10.8781 eV
Spin multiplicity = 1
DFT total energy = -9845.7093 eV

This record from the OMol25 dataset describes a 2-piece molecular cluster, C2H7N3O2 overall in a non-equilibrium geometry. The level of theory is wB97M-V/def2-TZVPD.

```
14
Properties=species:S:1:pos:R:3:forces:R:3:lowdin_charge:R:1
C -0.434257 -0.155005 0.297325 0.487 -0.619 2.258 -0.04
N -0.181831 -1.553607 0.745442 2.047 0.642 -0.410 -0.30
O -0.329246 -1.622261 2.122732 0.892 -2.340 0.643 -0.06
O -0.859490 -2.660317 0.114932 1.239 2.450 -2.011 0.00
H -1.100838 0.448030 0.935878 -0.164 -0.553 -0.099 0.09
H -0.782713 -0.229377 -0.657149 -1.303 -0.122 -2.639 0.04
H 0.506550 0.415417 0.217233 -0.164 -0.901 0.485 0.05
H 0.284238 -2.411448 2.354935 -1.294 2.071 -0.282 0.15
H -1.351505 -3.071647 0.771191 -1.867 -0.948 2.217 0.04
N 1.469818 2.577969 -0.360419 0.215 -1.706 -2.604 0.15
C 0.955664 2.065173 -1.358665 -0.035 2.350 -2.097 -0.38
N 0.677277 1.995053 -2.572489 0.306 -0.259 2.524 0.15
H 1.126017 2.712849 0.537475 -0.735 0.161 1.457 0.04
H 0.020315 1.489171 -3.148422 0.378 -0.226 0.560 0.07
```
Forces are in eV/Å.

Values from the calculation:
Energy relative to the best compared isomer or geometry (same formula, charge and spin) = 6.529 eV
SMILES = CN(O)O.N=C=N
Gap between HOMO and LUMO = 9.2585 eV
Spin multiplicity = 1
DFT total energy = -10747.5472 eV

This record from the OMol25 dataset describes C40H95N7O32 as an isolated structure in a non-equilibrium geometry. The level of theory is wB97M-V/def2-TZVPD.

```
174
Properties=species:S:1:pos:R:3:forces:R:3:lowdin_charge:R:1
C -1.166655 -4.070930 -2.808338 -0.722 2.170 -0.371 0.03
C -0.676256 -2.684500 -3.326874 0.655 -1.652 -0.424 -0.35
O 0.475373 -2.373454 -3.292784 -0.951 0.675 -0.271 0.13
N -1.751854 -1.712155 -3.903340 2.436 -2.235 -2.343 0.13
H -2.600245 -1.868621 -3.378114 -1.726 -0.088 0.100 0.07
H -1.480938 -0.743810 -3.808430 0.575 1.663 0.705 0.08
C -1.816878 -1.825781 -5.487239 0.021 -0.196 1.115 0.05
H -1.781340 -3.712313 -1.982715 -0.046 -0.601 0.644 0.08
H -0.360370 -4.719122 -2.465048 -0.135 0.453 -0.121 0.07
H -1.889284 -4.585930 -3.441331 0.198 0.134 -0.317 0.09
H -2.531733 -1.062956 -5.795745 -0.053 -0.415 -0.028 0.10
H -1.984154 -2.834712 -5.864301 -0.910 -0.021 0.642 0.09
H -0.860093 -1.634879 -5.973261 0.305 0.677 0.868 0.08
C 1.308076 3.548031 6.732303 0.163 -1.053 0.332 0.03
C 1.560374 2.089707 6.291317 4.972 -0.902 1.954 -0.29
O 2.443839 1.347907 6.840982 -4.443 2.922 -2.673 0.07
N 0.876350 1.679658 5.050956 0.862 -2.070 1.208 0.10
H -0.088155 1.857587 5.292150 -2.054 -0.182 -0.167 0.11
H 0.938374 2.313249 4.266859 0.936 1.239 -0.960 0.10
C 1.090564 0.222941 4.661687 -0.856 0.157 0.364 0.02
H 0.250561 3.738855 6.914965 -0.051 0.040 -0.409 0.09
H 1.722310 4.244606 6.003410 -0.367 -0.210 -0.443 0.09
H 1.854649 3.740986 7.655408 -0.028 -0.398 0.021 0.08
H 0.347445 -0.052413 3.913309 -0.223 0.217 0.298 0.08
H 0.886125 -0.314915 5.587438 0.133 -0.284 -0.367 0.09
H 2.053899 -0.041879 4.225854 0.159 0.755 0.437 0.10
C -4.134080 -3.050912 1.756768 -0.149 0.052 -0.158 0.04
C -5.316999 -2.405767 2.471392 1.778 -0.816 -1.708 -0.38
O -5.965105 -2.916071 3.301431 -0.933 0.266 0.758 0.19
N -5.736917 -1.037136 1.911618 -0.069 0.473 2.234 0.12
H -5.479758 -0.946469 0.939128 1.180 0.202 -1.264 0.07
H -6.737611 -1.132842 1.813848 -0.628 0.332 0.583 0.16
C -5.330082 0.165606 2.840706 0.268 -0.864 -0.505 0.04
H -3.197079 -2.593888 2.074976 0.022 -0.019 0.462 0.08
H -4.141973 -2.977984 0.669251 -0.466 0.534 -0.043 0.07
H -4.129522 -4.123876 1.948646 0.091 0.206 0.580 0.09
H -4.311575 0.051747 3.211888 0.069 -0.581 -0.190 0.07
H -5.946095 0.178513 3.739851 -0.238 0.014 -0.417 0.11
H -5.318269 1.082188 2.250927 -0.557 -0.201 0.037 0.08
C 4.563817 -7.564243 3.377404 0.053 0.745 1.596 -0.10
O 3.385214 -7.042073 2.788730 0.236 0.371 -0.920 -0.21
C 2.483005 -8.005694 2.261419 -0.596 1.508 -0.240 -0.16
C 1.230107 -7.254636 1.573412 0.496 -0.359 -0.469 -0.03
N 1.557720 -6.731671 0.141487 1.846 0.780 3.012 0.09
H 1.806850 -7.556756 -0.385073 0.204 0.160 -0.594 0.16
H 0.770481 -6.260079 -0.280363 -1.458 0.388 0.106 0.11
C 2.743009 -5.712737 0.133404 -0.322 -1.807 -1.680 -0.05
C 2.750612 -5.160598 -1.304302 0.693 0.483 0.508 -0.19
O 2.744320 -6.176792 -2.294779 -0.165 -0.187 0.285 -0.18
C 4.026856 -6.759629 -2.508050 -0.158 0.270 0.096 -0.08
H 4.431680 -7.614973 4.458171 -0.616 -0.829 0.291 0.08
H 5.335963 -6.797399 3.439277 0.112 0.127 -1.187 0.09
H 4.958979 -8.517922 3.027470 -0.252 0.092 -0.476 0.09
H 2.237404 -8.622359 3.125996 -0.870 -0.392 -0.413 0.13
H 3.010906 -8.593256 1.510294 -0.082 -0.375 -0.195 0.11
H 0.795984 -6.435359 2.146493 0.438 0.105 0.044 0.11
H 0.360572 -7.873367 1.351621 0.239 -0.557 0.524 0.12
H 3.586092 -6.376506 0.325021 0.247 0.421 0.044 0.11
H 2.729307 -4.938884 0.900905 -0.663 -0.305 -0.002 0.13
H 3.626049 -4.521343 -1.418507 0.087 0.178 -0.008 0.11
H 1.888606 -4.507586 -1.440711 -0.162 -0.172 -0.200 0.12
H 4.559289 -6.853122 -1.561540 0.097 -0.326 0.065 0.08
H 4.654564 -6.142040 -3.150449 -0.100 0.179 -0.145 0.09
H 3.878154 -7.729217 -2.983308 0.025 0.038 0.133 0.09
C 6.637814 2.945387 -0.076782 -1.347 1.136 -0.743 -0.05
O 5.530931 2.892894 -1.050656 0.113 -0.700 -0.030 -0.23
C 4.277915 2.579721 -0.443775 0.403 -1.620 0.000 -0.17
C 3.021811 2.358826 -1.390553 1.443 0.653 -0.216 -0.04
N 3.241062 1.521220 -2.649036 2.626 1.002 -0.053 0.11
H 3.563204 0.594539 -2.409087 -0.345 -1.476 0.703 0.11
H 2.420789 1.476726 -3.236639 -0.707 -0.016 0.152 0.12
C 4.414574 1.916219 -3.577673 -0.402 0.886 0.137 -0.08
C 4.324428 1.134281 -4.859648 -0.557 -0.832 -0.225 -0.18
O 2.997735 1.277315 -5.412190 -0.025 -0.313 0.125 -0.19
C 2.135658 0.126997 -5.391124 0.547 -0.395 -0.447 -0.09
H 6.620687 4.025709 0.067159 1.225 0.020 0.421 0.09
H 7.546444 2.509875 -0.492500 -0.202 0.361 -0.334 0.09
H 6.500510 2.492298 0.905041 -0.720 -0.400 -0.191 0.09
H 4.072537 3.308297 0.340502 -0.670 0.189 -0.239 0.11
H 4.474706 1.638311 0.069176 -0.428 -0.308 0.187 0.12
H 2.688716 3.342238 -1.722283 -0.301 -0.210 -0.096 0.11
H 2.237662 1.836776 -0.842218 0.078 0.363 0.103 0.11
H 5.354745 1.721267 -3.061748 -0.285 0.015 0.120 0.12
H 4.321973 2.977337 -3.809087 -0.067 0.067 0.296 0.13
H 4.661297 0.117509 -4.657701 -0.752 -0.519 0.075 0.13
H 5.053308 1.438869 -5.610690 -0.078 0.672 0.108 0.13
H 2.412308 -0.613324 -6.141778 0.667 -0.160 -0.020 0.08
H 1.130869 0.372566 -5.734939 -0.026 0.738 0.575 0.08
H 2.137922 -0.375370 -4.423789 -0.204 0.030 0.128 0.08
C 0.213135 -3.227697 1.895464 -1.393 -0.152 1.760 -0.10
O 1.163414 -2.229124 2.035824 -0.236 -0.547 0.787 -0.18
C 1.769105 -1.812900 0.875958 -0.358 1.632 0.985 -0.21
C 0.835517 -1.181099 -0.127351 -0.135 2.431 -0.432 -0.03
N 0.032084 0.091860 0.455164 -1.240 -2.595 -0.741 0.13
H 0.547175 0.535216 1.202300 0.641 0.636 0.565 0.10
H -0.096401 0.768279 -0.283787 0.614 0.412 -0.889 0.10
C -1.399858 -0.097869 0.933980 0.861 0.213 0.344 -0.08
C -2.044025 1.265168 1.133397 0.373 -0.307 0.043 -0.16
O -2.146118 2.072339 -0.047004 0.840 -0.331 1.030 -0.18
C -2.988069 1.452089 -0.976739 -0.340 0.357 -0.231 -0.10
H -0.300499 -3.175885 2.855454 -0.353 -0.325 0.068 0.10
H 0.604191 -4.243598 1.839598 0.136 0.102 -0.667 0.06
H -0.556932 -2.981021 1.164547 0.258 -0.417 -0.430 0.08
H 2.436567 -2.558076 0.443183 0.109 0.237 -0.405 0.12
H 2.250192 -0.962378 1.358949 1.384 0.174 -1.019 0.13
H 0.174803 -1.815382 -0.718329 -0.122 0.205 0.352 0.11
H 1.485207 -0.602621 -0.784134 0.095 -0.706 -0.594 0.10
H -1.288739 -0.559280 1.915237 -0.583 -0.344 0.035 0.12
H -2.017860 -0.668228 0.240545 0.576 -0.468 -0.017 0.12
H -1.444159 1.772747 1.888790 -0.352 0.513 -0.082 0.13
H -3.032980 1.004949 1.510700 -0.128 0.466 0.230 0.10
H -3.039209 2.119624 -1.836903 -0.013 -0.250 -0.179 0.08
H -3.978747 1.360889 -0.531385 -0.264 -0.273 -0.167 0.09
H -2.621443 0.471572 -1.280492 -0.156 0.063 -0.263 0.08
C -3.351972 10.327639 -1.369146 -0.288 1.440 -1.172 -0.10
O -3.168294 8.974635 -1.628293 0.287 -1.764 -0.431 -0.19
C -4.334424 8.212248 -1.945347 -0.557 0.913 1.204 -0.21
C -3.941745 6.823888 -2.353351 1.758 0.002 0.266 -0.06
N -2.833298 6.326808 -1.390631 0.168 -0.610 -2.259 0.10
H -2.135714 7.057158 -1.381746 0.006 0.907 0.712 0.14
H -3.201689 6.179707 -0.461792 0.022 -0.060 0.491 0.18
C -1.935778 5.127651 -1.807797 -1.073 -0.011 0.060 -0.07
C -0.910986 4.906753 -0.709550 0.405 -0.481 0.125 -0.19
O -0.075422 6.050882 -0.468564 -1.084 -0.601 -0.682 -0.16
C 0.852495 6.272427 -1.511728 0.892 -0.202 0.179 -0.10
H -3.459519 10.846838 -2.321485 -0.691 0.092 -0.320 0.09
H -2.447579 10.836855 -1.036160 0.077 -0.786 0.818 0.10
H -4.226382 10.536622 -0.752839 0.154 -0.033 0.274 0.10
H -4.961063 8.603538 -2.746788 0.263 0.435 -0.316 0.14
H -4.982454 8.235928 -1.069220 -0.130 -0.239 0.282 0.13
H -3.467820 6.973856 -3.323405 0.210 -0.624 -0.027 0.14
H -4.767950 6.118274 -2.440458 0.171 0.061 0.271 0.14
H -1.470990 5.292369 -2.779875 -0.073 0.725 0.112 0.12
H -2.611678 4.294935 -2.002345 0.195 -0.242 0.563 0.12
H -0.320701 4.031982 -0.982417 0.236 -0.024 -0.288 0.12
H -1.385003 4.564120 0.210232 -0.065 0.566 0.252 0.14
H 1.546996 7.023009 -1.134397 -0.246 0.247 -0.298 0.10
H 0.440126 6.523002 -2.489109 -0.444 0.565 0.082 0.08
H 1.471343 5.407354 -1.750016 -0.053 -0.507 0.436 0.08
O 1.708145 4.057243 1.152692 0.175 0.604 -1.582 0.09
C 1.454257 3.338609 2.236614 -0.206 -1.979 1.476 -0.87
O 1.414734 3.971910 3.284523 0.006 1.328 1.887 0.01
O 1.307998 2.115320 2.172011 -0.336 -2.201 -1.231 -0.02
H 1.715370 4.852213 1.690797 0.269 1.657 -0.757 0.10
O -2.878530 -6.213535 -0.190235 -0.906 -0.294 -0.482 0.07
C -1.833138 -5.831149 0.567673 1.157 0.899 0.519 -0.89
O -0.935849 -5.192967 -0.003175 1.550 0.220 -1.750 -0.07
O -1.853684 -6.095172 1.762413 -0.453 -0.888 1.456 0.00
H -3.427219 -6.569356 0.512572 -0.727 -0.432 -0.115 0.10
O 5.299909 -2.689787 -0.814192 0.528 -0.138 -0.645 0.07
C 4.858068 -1.683536 -1.617269 -3.175 2.083 0.171 -0.88
O 5.547759 -0.699519 -1.839320 3.663 1.169 -0.170 -0.02
O 3.665855 -1.625188 -1.939559 -2.327 -1.893 -0.251 -0.05
H 6.204734 -2.369225 -0.803178 0.877 -0.553 0.760 0.09
O -1.826321 -0.345390 6.225591 2.228 0.521 0.402 0.10
C -2.600979 -1.096615 5.473274 1.450 -3.139 -6.982 -0.93
O -2.233665 -1.626787 4.382119 1.300 0.436 0.010 -0.08
O -3.746744 -1.159662 5.853295 -4.129 -0.145 1.937 0.00
H -2.699953 -0.317850 6.622573 -0.783 2.566 3.930 0.05
O -0.539098 3.036840 -3.666498 0.219 3.257 -1.117 0.12
C -0.589356 1.785795 -3.351137 -1.723 -4.243 1.972 -0.90
O -0.005360 1.375675 -2.362896 2.640 0.074 1.867 0.01
O -1.415269 1.056158 -3.950406 -0.757 -0.191 -1.984 -0.05
H -1.238159 3.047975 -4.324365 -0.155 0.602 -0.701 0.12
O -3.477040 2.202734 3.771996 -0.075 -1.582 -0.279 0.05
C -2.592714 3.148289 4.122430 2.074 2.723 2.408 -0.85
O -1.596052 2.957030 4.848794 0.297 -1.815 -0.189 -0.02
O -2.937027 4.292044 3.765618 -0.603 0.810 -1.277 -0.05
H -3.963054 2.858033 3.266055 -1.295 -0.125 -0.587 0.08
O -6.280320 -1.308431 -2.501477 -0.014 -0.650 0.307 0.09
C -5.091061 -1.473567 -1.854989 1.885 0.965 -0.093 -0.76
O -4.100917 -1.863464 -2.534178 -0.548 -0.543 -0.451 -0.05
O -5.006172 -1.098747 -0.681729 -0.702 0.183 0.853 -0.03
H -6.156063 -1.890477 -3.254725 -0.290 0.107 -0.602 0.10
```
Forces are in eV/Å.

Values from the calculation:
Gap between HOMO and LUMO = 5.9344 eV
Spin multiplicity = 1
DFT total energy = -118962.9577 eV

This record from the OMol25 dataset describes one molecule with the formula C4H7NO in a non-equilibrium geometry. The level of theory is wB97M-V/def2-TZVPD.

```
13
Properties=species:S:1:pos:R:3:forces:R:3:lowdin_charge:R:1
C 0.289287 -1.106095 -1.217276 -1.318 -0.826 -0.131 0.04
C -0.527455 -0.518087 -0.335013 -0.237 -0.587 0.279 -0.35
C -1.780259 -1.208927 0.245013 0.134 1.486 0.093 -0.06
C -0.366936 0.925019 0.051210 1.088 0.012 0.287 -0.14
N 0.674067 1.502262 0.549366 -1.085 0.059 -0.758 -0.01
O 1.804370 0.753837 0.698850 0.190 0.859 0.519 -0.04
H 1.092393 -0.566398 -1.653916 0.631 0.362 -0.369 0.06
H 0.037237 -2.097051 -1.670005 0.434 0.798 0.778 0.09
H -2.586592 -0.696625 -0.314355 -0.117 -0.477 0.407 0.08
H -1.924584 -0.913898 1.336095 0.250 -0.716 -1.348 0.10
H -1.837783 -2.294064 0.051763 0.190 0.598 0.254 0.08
H -1.190043 1.609049 -0.137589 -0.098 -0.164 0.273 0.11
H 1.568115 -0.138995 0.488051 -0.062 -1.405 -0.283 0.04
```
Forces are in eV/Å.

Values from the calculation:
Energy relative to the best compared isomer or geometry (same formula, charge and spin) = 3.313 eV
SMILES = C=C(C)/C=N\O
Gap between HOMO and LUMO = 10.4332 eV
Spin multiplicity = 1
DFT total energy = -7796.3315 eV